53
Properties=species:S:1:pos:R:3:lowdin_charge:R:1 method="wB97M-V/def2-TZVPD" total_charge=+1 gap_ev=5.6 homo_ev=-11.26
Ti -1.17 0.40 -0.08 1.061
O -2.61 -3.37 -1.08 0.246
C -2.41 -2.14 -0.75 -0.396
O -1.29 -1.64 -0.57 -0.013
C -3.59 -1.26 -0.56 -0.136
C -4.92 -1.52 -0.78 0.076
C -5.82 -0.46 -0.57 0.039
C -5.37 0.77 -0.14 0.084
C -4.01 0.93 0.08 -0.112
N -3.16 -0.07 -0.15 0.056
C -3.27 2.18 0.52 -0.465
O -3.82 3.16 0.91 0.209
O -1.95 1.97 0.40 -0.109
H -1.77 -3.85 -1.17 0.179
H -5.24 -2.49 -1.12 0.143
H -6.87 -0.62 -0.75 0.135
H -6.04 1.61 0.02 0.148
F -1.31 -0.21 -3.13 0.128
C -1.37 1.15 -3.30 -0.527
F -1.41 1.43 -4.57 0.230
F -2.53 1.53 -2.70 0.146
C -0.18 1.79 -2.56 -0.469
O 0.57 2.52 -3.13 0.208
O -0.12 1.40 -1.29 -0.216
C 4.12 0.45 -1.14 -0.159
N 3.52 -0.86 -1.44 -0.139
C 3.99 -1.83 -0.45 -0.174
N 3.71 -1.42 0.93 -0.139
C 4.31 -0.11 1.17 -0.160
N 3.86 0.91 0.22 -0.137
C 2.47 1.26 0.42 -0.263
P 1.38 -0.23 0.15 1.058
C 2.07 -0.79 -1.49 -0.279
C 2.29 -1.45 1.24 -0.277
H 3.75 1.19 -1.85 0.136
H 5.20 0.36 -1.27 0.135
H 5.07 -1.93 -0.56 0.134
H 3.52 -2.80 -0.64 0.130
H 5.39 -0.21 1.08 0.135
H 4.08 0.21 2.19 0.110
H 2.17 2.05 -0.27 0.095
H 2.32 1.62 1.44 0.093
H 1.77 -0.10 -2.27 0.088
H 1.67 -1.78 -1.73 0.097
H 1.89 -2.45 1.08 0.098
H 2.14 -1.18 2.29 0.061
N -1.15 -0.12 1.81 0.051
C -0.75 0.35 2.82 -0.115
C -0.19 0.82 3.95 -0.216
C -0.95 1.60 4.88 -0.190
N -1.57 2.22 5.62 0.179
C 1.21 0.59 4.13 -0.185
N 2.34 0.40 4.19 0.188



44
Properties=species:S:1:pos:R:3:lowdin_charge:R:1 method="wB97M-V/def2-TZVPD" gap_ev=8.3 homo_ev=-8.62
V -0.65 0.45 -0.25 0.693
F -1.36 7.33 0.73 0.129
C -1.22 6.02 0.95 -0.135
C -0.03 5.39 0.66 -0.137
F 0.99 6.09 0.16 0.123
C 0.11 4.04 0.90 -0.249
F 1.28 3.46 0.61 0.096
C -0.93 3.28 1.43 -0.491
S -0.74 1.56 1.75 0.761
C -2.12 3.94 1.71 -0.232
F -3.16 3.27 2.21 0.090
C -2.27 5.29 1.48 -0.141
F -3.43 5.90 1.76 0.122
C -0.74 -2.56 0.57 -0.233
Si -2.12 -2.33 -0.73 0.502
C -1.43 -2.71 -2.42 -0.162
C -3.54 -3.45 -0.28 -0.175
C -2.39 -0.50 -0.53 -0.282
H -0.07 -3.39 0.35 0.089
H -1.12 -2.69 1.59 0.088
H 1.04 -1.46 0.44 0.042
H -0.94 -3.69 -2.43 0.034
H -0.70 -1.95 -2.72 0.030
H -2.22 -2.72 -3.17 0.036
H -3.23 -4.49 -0.34 0.034
H -4.38 -3.32 -0.96 0.033
H -3.90 -3.25 0.73 0.033
H -2.93 -0.26 0.40 0.036
H -2.88 0.00 -1.37 0.042
O 0.03 -1.32 0.54 -0.296
N 2.60 -1.69 0.25 0.042
C 3.37 -2.11 1.26 -0.104
C 4.74 -2.23 1.14 -0.054
C 5.33 -1.90 -0.07 -0.058
C 4.53 -1.45 -1.11 -0.044
C 3.17 -1.36 -0.91 -0.094
H 2.86 -2.35 2.18 0.121
H 5.33 -2.57 1.97 0.107
H 6.40 -1.98 -0.20 0.111
H 4.96 -1.17 -2.07 0.110
H 2.50 -0.99 -1.67 0.106
O 0.68 0.63 -1.52 -0.251
N -0.56 1.11 -1.94 -0.215
O -0.89 2.11 -1.08 -0.258



70
Properties=species:S:1:pos:R:3:lowdin_charge:R:1 method="wB97M-V/def2-TZVPD" gap_ev="5.5 / 7.1" multiplicity=5 homo_ev="-5.64 / -7.25"
C -1.23 -0.34 5.94 -0.200
C -2.07 0.22 4.94 -0.187
C -2.21 -0.75 3.88 -0.215
H -2.60 1.18 5.02 0.107
C -1.48 -1.93 4.27 -0.187
C -0.86 -1.66 5.53 -0.222
H -0.28 -2.38 6.13 0.102
H -1.06 0.08 6.94 0.105
H -2.89 -0.67 3.02 0.105
H -1.49 -2.89 3.75 0.112
Fe -0.13 -0.30 3.87 0.176
Si 2.56 0.25 -3.51 0.725
C 1.85 1.75 -4.38 -0.339
C 2.39 2.44 -5.49 -0.090
H 3.33 2.11 -5.95 0.102
C 1.72 3.56 -6.02 -0.094
H 2.15 4.10 -6.88 0.102
C 0.51 4.00 -5.48 -0.093
H 0.00 4.87 -5.89 0.102
C -0.03 3.31 -4.40 -0.091
H -0.97 3.63 -3.96 0.089
C 0.63 2.20 -3.86 -0.125
H 0.17 1.67 -3.02 0.083
C 1.93 -1.28 -4.38 -0.323
C 0.86 -1.22 -5.30 -0.094
H 0.48 -0.26 -5.66 0.098
C 0.25 -2.40 -5.76 -0.091
H -0.63 -2.34 -6.41 0.101
C 0.77 -3.65 -5.41 -0.097
H 0.27 -4.57 -5.74 0.101
C 1.94 -3.70 -4.66 -0.097
H 2.38 -4.68 -4.43 0.100
C 2.54 -2.53 -4.19 -0.111
H 3.50 -2.59 -3.68 0.096
H 2.20 0.20 -2.06 -0.050
Si 0.01 0.05 1.56 0.226
C -0.60 -1.55 0.79 -0.339
C -1.75 -1.54 -0.01 -0.093
H -2.26 -0.59 -0.23 0.099
C -2.28 -2.75 -0.50 -0.089
H -3.19 -2.73 -1.11 0.099
C -1.68 -3.97 -0.16 -0.099
H -2.11 -4.91 -0.53 0.101
C -0.57 -3.97 0.69 -0.098
H -0.15 -4.92 1.01 0.098
C -0.05 -2.77 1.17 -0.130
H 0.79 -2.81 1.87 0.093
C -1.08 1.48 0.95 -0.328
C -2.31 1.81 1.56 -0.105
H -2.66 1.30 2.48 0.069
C -3.15 2.78 1.00 -0.093
H -4.10 3.02 1.49 0.100
C -2.78 3.44 -0.18 -0.095
H -3.46 4.18 -0.63 0.103
C -1.55 3.14 -0.76 -0.090
H -1.23 3.66 -1.65 0.079
C -0.70 2.19 -0.19 -0.127
H 0.26 1.99 -0.65 0.054
H 4.05 0.35 -3.63 -0.027
Cl 1.90 0.34 0.76 0.265
N 0.56 1.51 4.59 -0.025
N 1.15 1.23 5.88 -0.055
C 1.88 0.07 5.92 -0.792
N 2.58 -0.10 7.03 0.108
S 1.85 -1.04 4.63 0.766
H 1.28 1.92 3.98 0.116
H -0.20 2.18 4.71 0.115
H 1.59 2.04 6.33 0.157
H 3.11 -0.94 7.20 0.111
H 2.35 0.47 7.86 0.126



15
Properties=species:S:1:pos:R:3:lowdin_charge:R:1 method="wB97M-V/def2-TZVPD" smiles=C1NN2CC[C@@H]2O1 gap_ev=9.5 homo_ev=-8.45
C 1.64 -0.11 0.56 -0.194
N 1.27 1.06 -0.24 -0.053
N -0.01 0.79 -0.86 -0.046
C -0.99 0.78 0.26 -0.168
C -1.12 -0.77 0.22 -0.085
C -0.04 -0.75 -0.82 -0.307
O 1.17 -1.18 -0.29 -0.070
H 2.74 -0.10 0.49 0.140
H 1.10 -0.08 1.48 0.093
H 1.31 1.97 0.21 0.114
H -1.95 1.22 -0.09 0.108
H -0.60 1.20 1.27 0.133
H -0.76 -1.18 1.17 0.118
H -2.06 -1.09 -0.05 0.077
H 0.01 -1.17 -1.79 0.141